<i>
The following is a DFT calculation (the ωB97M-V functional and the def2-TZVPD basis) of a 2-piece molecular cluster, C8H12NO3S overall.

Its lowest unoccupied orbital energy (alpha / beta) is 3.58 / 3.58 eV. The value obtained for the HOMO-LUMO gap (alpha / beta) is 6.35 / 6.35 eV.

Geometry as ORCA input:
```
! wB97M-V def2-TZVPD RIJCOSX def2/J DEFGRID3
* xyz -1 1
C 3.26170 1.06361 -0.35418
C -1.15489 2.05661 0.25444
C -2.52331 -1.14520 -1.11855
C -1.15500 -1.63646 -0.62090
C -2.91149 0.09152 -0.11242
C -1.04985 -0.24567 1.43403
C -0.54185 -0.42767 0.08456
C 4.44105 0.40668 0.25867
N -1.66604 0.51486 0.31650
O -1.93580 2.80476 -0.21512
O -0.03720 2.16341 0.70062
O 2.46154 -1.26066 -0.30817
S 1.94022 0.06875 -0.60914
H -2.71228 -0.86851 -2.11987
H -3.23617 -2.03618 -0.96196
H -1.11181 -2.44582 0.09950
H -0.55692 -1.82432 -1.49072
H -3.38199 0.85734 -0.74179
H -3.34631 -0.43770 0.78442
H -1.68801 -0.92255 1.82018
H -0.57566 0.35194 2.19075
H 3.35538 2.03399 -0.72003
H 4.46099 -0.66239 -0.18272
H 5.32134 1.10575 0.20600
H 4.34237 0.39391 1.40589
*
```

How is the electron density shared among the atoms? According to Mulliken, the charges in e are:
1. C -0.41
2. C 0.65
3. C -0.63
4. C -0.62
5. C -0.68
6. C -1.07
7. C -0.15
8. C -0.82
9. N 0.42
10. O -0.68
11. O -0.63
12. O -0.60
13. S 0.52
14. H 0.38
15. H 0.24
16. H 0.42
17. H 0.21
18. H 0.37
19. H 0.27
20. H 0.40
21. H 0.22
22. H 0.44
23. H 0.24
24. H 0.30
25. H 0.19

<ii>
The following is a DFT calculation (the ωB97M-V functional and the def2-TZVPD basis) of a 2-piece molecular cluster, C8H12NO3S overall.

Its lowest unoccupied orbital energy is 3.55 eV. The value obtained for the HOMO-LUMO gap is 6.99 eV.

Geometry as ORCA input:
```
! wB97M-V def2-TZVPD RIJCOSX def2/J DEFGRID3
* xyz -1 1
C 2.11292 -2.22442 -0.66892
C 0.72208 1.11174 1.46594
C -2.33635 2.22625 -0.50713
C -1.49229 1.46378 -1.54626
C -1.47865 2.19505 0.75999
C -1.20295 -0.20867 0.30136
C -0.52905 0.53746 -0.79418
C 2.25704 -3.66874 -0.35576
N -0.56954 1.06565 0.61317
O 1.24915 0.01704 1.59814
O 0.98503 2.22467 1.87533
O 3.86442 -1.64502 1.06505
S 2.89386 -1.03300 0.13911
H -2.55348 3.25047 -0.81818
H -3.29171 1.72075 -0.34140
H -2.11540 0.89967 -2.24650
H -0.89382 2.17040 -2.13159
H -0.86389 3.09306 0.85808
H -2.07797 2.08307 1.67283
H -2.27780 -0.23177 0.51204
H -0.67315 -1.05809 0.72107
H 1.37493 -1.88417 -1.37322
H 3.04424 -3.77320 0.39104
H 1.33030 -4.08085 0.05110
H 2.52209 -4.25112 -1.24110
*
```

How is the electron density shared among the atoms? According to Mulliken, the charges in e are:
1. C -0.16
2. C 0.56
3. C -0.60
4. C -0.51
5. C -0.66
6. C -0.51
7. C -0.66
8. C -0.97
9. N 0.46
10. O -0.70
11. O -0.70
12. O -0.63
13. S 0.45
14. H 0.34
15. H 0.26
16. H 0.35
17. H 0.27
18. H 0.37
19. H 0.29
20. H 0.23
21. H 0.29
22. H 0.41
23. H 0.32
24. H 0.23
25. H 0.27

Most stable structure, least stable structure: <ii>, <i>.

<i>
The following is a DFT calculation (the ωB97M-V functional and the def2-TZVPD basis) of an isolated ion of composition C8H18N3O and charge +1.

Its lowest unoccupied orbital energy is -3.14 eV. The value obtained for the HOMO-LUMO gap is 10.10 eV.

Geometry as ORCA input:
```
! wB97M-V def2-TZVPD RIJCOSX def2/J DEFGRID3
* xyz 1 1
C 3.46153 1.06039 -1.31823
N 2.50469 0.58899 -0.35966
C 3.00909 -0.30664 0.63685
C 1.24481 0.80953 -0.26795
N 0.38733 0.13176 0.41696
N -0.92277 0.52418 0.60445
C -1.14146 1.91743 0.75749
O -2.15096 2.55582 0.69295
C -1.94719 -0.55827 0.05671
C -3.32405 0.01997 0.07509
C -1.36212 -1.08396 -1.29693
C -1.76259 -1.63478 1.09178
H 4.13767 0.19558 -1.38841
H 2.85987 1.40628 -2.18457
H 4.00489 1.94001 -0.88346
H 3.97336 0.10922 0.99309
H 2.35124 -0.49856 1.55791
H 3.20059 -1.29734 0.18978
H 0.73501 1.51829 -0.90472
H 0.74407 -0.81974 0.86287
H -0.15126 2.42751 0.99388
H -3.46622 0.25008 1.11595
H -3.24692 0.83583 -0.49281
H -4.24185 -0.43083 -0.24368
H -0.38227 -1.34784 -1.17455
H -1.45191 -0.32554 -2.12023
H -1.82793 -2.10352 -1.47491
H -0.88493 -2.31725 0.87192
H -1.69927 -1.39024 2.18232
H -2.65045 -2.17637 1.01015
*
```

How is the electron density shared among the atoms? According to Mulliken, the charges in e are:
1. C -0.74
2. N 0.06
3. C -1.18
4. C -0.02
5. N -0.15
6. N -0.09
7. C -0.08
8. O -0.47
9. C 1.37
10. C -1.84
11. C -1.57
12. C -1.62
13. H 0.33
14. H 0.31
15. H 0.30
16. H 0.40
17. H 0.45
18. H 0.41
19. H 0.63
20. H 0.21
21. H 0.46
22. H 0.44
23. H 0.55
24. H 0.37
25. H 0.50
26. H 0.33
27. H 0.38
28. H 0.41
29. H 0.29
30. H 0.55

<ii>
The following is a DFT calculation (the ωB97M-V functional and the def2-TZVPD basis) of C8H18N3O as an isolated structure.

Its lowest unoccupied orbital energy is -2.53 eV. The value obtained for the HOMO-LUMO gap is 10.77 eV.

Geometry as ORCA input:
```
! wB97M-V def2-TZVPD RIJCOSX def2/J DEFGRID3
* xyz 1 1
C 0.75905 0.08378 0.21929
C -1.29432 1.32463 0.95877
C -0.39792 2.12132 0.07174
C -3.15284 -0.93022 -0.02602
C 2.09851 2.00622 -0.28450
C 2.64871 -1.10478 -0.64102
C 1.02604 -2.20874 0.98353
C -1.64980 -0.72351 -0.39592
N -1.07400 -0.13616 0.75968
N 0.82571 1.35003 -0.09024
N 1.48002 -1.03418 0.22252
O -1.46565 0.08420 -1.48544
H -1.09693 1.56269 2.04140
H -2.40202 1.63874 0.80937
H -0.88097 2.20576 -0.84621
H -0.18304 3.14091 0.21746
H -3.73089 -0.20090 0.45436
H -3.65708 -1.19473 -1.01598
H -3.13607 -1.79298 0.72374
H 2.79934 1.42695 -0.96615
H 2.47687 2.33504 0.66690
H 1.76798 2.92248 -0.80862
H 2.87179 -2.19950 -0.66569
H 2.39178 -0.90550 -1.69497
H 3.61179 -0.85831 -0.14817
H 1.19954 -3.01084 0.33494
H 1.56757 -2.34007 1.98102
H -0.06536 -2.05624 1.17948
H -1.10795 -1.74531 -0.36969
H -2.22985 0.23920 -2.18558
*
```

How is the electron density shared among the atoms? According to Mulliken, the charges in e are:
1. C 0.63
2. C -0.53
3. C -0.89
4. C -1.24
5. C -1.01
6. C -1.17
7. C -0.90
8. C 0.51
9. N -0.40
10. N 0.00
11. N 0.05
12. O -0.58
13. H 0.33
14. H 0.30
15. H 0.34
16. H 0.66
17. H 0.37
18. H 0.37
19. H 0.32
20. H 0.38
21. H 0.33
22. H 0.41
23. H 0.38
24. H 0.44
25. H 0.37
26. H 0.44
27. H 0.26
28. H 0.34
29. H 0.07
30. H 0.39

Most stable structure, least stable structure: <i>, <ii>.

<i>
The following is a DFT calculation (the ωB97M-V functional and the def2-TZVPD basis) of a 2-piece molecular cluster, FH2NS overall.

Its lowest unoccupied orbital energy (alpha / beta) is -1.16 / -0.46 eV. The value obtained for the HOMO-LUMO gap (alpha / beta) is 8.57 / 9.07 eV.

Geometry as ORCA input:
```
! wB97M-V def2-TZVPD RIJCOSX def2/J DEFGRID3
* xyz 0 1
N -0.20886 0.11097 -0.63926
F -1.31123 -0.60646 -0.07966
S 1.27654 -0.43867 -0.18671
H -0.99567 1.75448 -0.14421
H 1.23922 -0.82032 1.04984
*
```

How is the electron density shared among the atoms? According to Mulliken, the charges in e are:
1. N -0.12
2. F -0.16
3. S -0.01
4. H 0.13
5. H 0.17

<ii>
The following is a DFT calculation (the ωB97M-V functional and the def2-TZVPD basis) of one molecule with the formula FH2NS.

Its lowest unoccupied orbital energy is 0.00 eV. The value obtained for the HOMO-LUMO gap is 10.26 eV.

Geometry as ORCA input:
```
! wB97M-V def2-TZVPD RIJCOSX def2/J DEFGRID3
* xyz 0 1
F 1.83720 -0.37188 0.03165
N 0.39045 -0.70472 -0.05547
S -0.55512 0.89933 0.31927
H 0.18175 -1.20722 0.85372
H -1.03940 0.68767 -0.94522
*
```

How is the electron density shared among the atoms? According to Mulliken, the charges in e are:
1. F -0.21
2. N -0.21
3. S -0.06
4. H 0.29
5. H 0.19

Most stable structure, least stable structure: <ii>, <i>.

<i>
The following is a DFT calculation (the ωB97M-V functional and the def2-TZVPD basis) of a 2-piece molecular cluster, CH3IN2O overall.

Its lowest unoccupied orbital energy is -0.26 eV. The value obtained for the HOMO-LUMO gap is 9.19 eV.

Geometry as ORCA input:
```
! wB97M-V def2-TZVPD RIJCOSX def2/J DEFGRID3
* xyz 0 1
H -1.33765 0.74382 1.05680
N -0.63619 0.63431 1.77511
N 0.40626 1.25147 1.67054
H 0.59031 1.56609 0.65532
O -0.16001 -0.06099 -2.22677
C -0.02111 -0.95505 -1.43097
I 1.84556 -1.80539 -0.78589
H -0.68716 -1.37426 -0.71413
*
```

How is the electron density shared among the atoms? According to Mulliken, the charges in e are:
1. H 0.22
2. N -0.24
3. N -0.17
4. H 0.20
5. O -0.38
6. C -0.09
7. I 0.04
8. H 0.41

<ii>
The following is a DFT calculation (the ωB97M-V functional and the def2-TZVPD basis) of a 2-piece molecular cluster, CH3IN2O overall.

Its lowest unoccupied orbital energy is -0.48 eV. The value obtained for the HOMO-LUMO gap is 8.57 eV.

Geometry as ORCA input:
```
! wB97M-V def2-TZVPD RIJCOSX def2/J DEFGRID3
* xyz 0 1
O -1.29517 1.39297 0.78242
N -1.56637 0.77932 -0.22983
I -3.07360 -0.69748 -0.07745
C 1.45427 -0.01142 0.12906
N 0.40910 -0.56890 -0.41302
H 2.52085 -0.21064 -0.02981
H 1.10683 0.87223 0.65784
H 0.44410 -1.55609 -0.81920
*
```

How is the electron density shared among the atoms? According to Mulliken, the charges in e are:
1. O -0.25
2. N 0.13
3. I 0.02
4. C -0.14
5. N -0.42
6. H 0.26
7. H 0.17
8. H 0.22

Most stable structure, least stable structure: <i>, <ii>.

<i>
The following is a DFT calculation (the ωB97M-V functional and the def2-TZVPD basis) of C29H22Cl2F5N2O6PS2Zr as an isolated structure.

Its lowest unoccupied orbital energy is -0.28 eV. The value obtained for the HOMO-LUMO gap is 8.26 eV.

Geometry as ORCA input:
```
! wB97M-V def2-TZVPD RIJCOSX def2/J DEFGRID3
* xyz 0 1
Zr 0.87911 -1.18896 0.84553
N -1.05554 -2.55265 0.50873
C -1.05036 -3.27424 -0.77863
C 0.38695 -3.60162 -1.15034
O 0.63715 -4.57688 -1.83559
N 1.27767 -2.74168 -0.59357
C 2.58838 -3.31914 -0.30153
C 2.65908 -3.49003 1.22171
O 3.36937 -4.26981 1.78230
O 1.83005 -2.62346 1.84890
H -0.98574 -3.21065 1.28272
H -1.93042 -2.05091 0.64662
H -1.50010 -2.64739 -1.54824
H -1.60437 -4.21105 -0.73336
H 3.41521 -2.67018 -0.60546
H 2.71445 -4.27775 -0.80101
O 1.33915 1.13049 1.12428
S 2.18535 1.32252 -0.08801
O 3.41771 2.01083 0.09028
O 2.26566 -0.06474 -0.63984
C 1.20131 2.28991 -1.19285
C 1.72909 3.49838 -1.62692
C 0.97245 4.32020 -2.44466
C -0.30542 3.92964 -2.82156
C -0.81845 2.71835 -2.38964
C -0.07576 1.87735 -1.56396
P -0.75424 0.22939 -1.12474
C -0.91894 -0.47555 -2.80092
C 0.20173 -1.13355 -3.31102
C 0.17324 -1.66692 -4.59046
C -0.96912 -1.54571 -5.36886
C -2.07984 -0.87909 -4.87148
C -2.05632 -0.34112 -3.59327
C -2.43627 0.59987 -0.55123
C -3.45130 -0.34866 -0.67231
C -4.67393 -0.15111 -0.04655
C -4.89106 0.98895 0.71286
C -3.88198 1.93225 0.84440
C -2.66010 1.73806 0.22095
H 2.72362 3.78184 -1.31466
H 1.38244 5.26162 -2.78405
H -0.90521 4.56449 -3.46034
H -1.81205 2.41974 -2.69973
H 1.09031 -1.23822 -2.70121
H 1.04144 -2.18891 -4.96960
H -0.99527 -1.97287 -6.36270
H -2.96976 -0.77813 -5.47920
H -2.92866 0.17702 -3.21569
H -3.29991 -1.24162 -1.26883
H -5.45606 -0.89136 -0.15458
H -5.84201 1.13867 1.20634
H -4.03714 2.81567 1.44934
H -1.86947 2.46650 0.35368
F 1.50271 3.32242 6.15197
C 0.93407 2.44980 5.32279
C 1.69147 1.45939 4.72207
F 3.00330 1.37984 4.96011
C 1.08042 0.56592 3.87010
F 1.84625 -0.37875 3.28204
C -0.27282 0.60756 3.56875
S -1.02142 -0.56088 2.50460
C -1.00618 1.61644 4.18322
F -2.31572 1.73146 3.94108
C -0.42152 2.52411 5.04887
F -1.15921 3.47746 5.62141
Cl 4.64777 -2.01866 4.10160
C 5.04889 -0.63910 3.08857
Cl 4.48905 -0.84438 1.41157
H 6.12527 -0.52491 3.05811
H 4.56153 0.24452 3.48114
*
```

How is the electron density shared among the atoms? According to Mulliken, the charges in e are:
1. Zr 1.25
2. N -0.51
3. C 0.09
4. C 0.18
5. O -0.72
6. N 0.24
7. C -0.83
8. C 0.51
9. O -0.60
10. O -0.91
11. H 0.35
12. H 0.28
13. H -0.20
14. H 0.57
15. H 0.19
16. H 0.58
17. O -0.27
18. S 1.02
19. O -0.65
20. O -0.55
21. C 0.28
22. C -0.56
23. C -0.72
24. C -0.78
25. C -0.48
26. C -0.48
27. P 2.27
28. C 0.27
29. C -0.55
30. C -0.71
31. C -0.61
32. C -0.75
33. C -0.27
34. C 0.51
35. C -0.27
36. C -0.87
37. C -0.77
38. C -0.68
39. C -0.79
40. H 0.63
41. H 0.41
42. H 0.44
43. H 0.38
44. H 0.39
45. H 0.45
46. H 0.39
47. H 0.44
48. H 0.39
49. H 0.41
50. H 0.47
51. H 0.41
52. H 0.46
53. H 0.47
54. F -0.31
55. C 0.49
56. C -0.02
57. F -0.29
58. C 0.02
59. F 0.10
60. C 0.71
61. S -0.50
62. C 0.08
63. F -0.35
64. C 0.08
65. F -0.30
66. Cl -0.13
67. C -0.26
68. Cl -0.03
69. H 0.40
70. H 0.06

<ii>
The following is a DFT calculation (the ωB97M-V functional and the def2-TZVPD basis) of C29H22Cl2F5N2O6PS2Zr as an isolated structure.

Its lowest unoccupied orbital energy is -0.26 eV. The value obtained for the HOMO-LUMO gap is 8.14 eV.

Geometry as ORCA input:
```
! wB97M-V def2-TZVPD RIJCOSX def2/J DEFGRID3
* xyz 0 1
Zr 0.31280 0.42794 -1.40044
N 1.31682 1.87534 0.13273
C 2.79361 1.80633 0.07195
C 3.22786 0.40588 -0.34459
O 4.40707 0.10050 -0.34802
N 2.19568 -0.38401 -0.72221
C 2.56146 -1.67211 -1.30607
C 1.26414 -2.16805 -1.92471
O 0.66295 -1.18643 -2.58809
O 0.78034 -3.25632 -1.77395
H 0.97677 2.83448 0.05666
H 1.02461 1.55761 1.05479
H 3.25654 2.06836 1.02343
H 3.15679 2.50292 -0.68317
H 2.93427 -2.37996 -0.56828
H 3.32107 -1.53377 -2.08107
O -3.73940 0.88266 -1.18625
S -2.53192 0.32586 -0.67112
O -1.74540 -0.54834 -1.57302
O -1.51958 1.34848 -0.24243
C -2.95274 -0.68900 0.72410
C -4.30476 -0.87568 0.97191
C -4.70094 -1.70619 2.00831
C -3.74757 -2.33664 2.79226
C -2.39784 -2.13681 2.54394
C -1.97739 -1.32178 1.49835
P -0.20698 -0.91585 1.25205
C 0.01389 0.07101 2.79491
C 0.55359 -0.45866 3.96681
C 0.62483 0.31117 5.11823
C 0.15387 1.61639 5.12101
C -0.40023 2.14689 3.96635
C -0.47288 1.37996 2.81236
C 0.73432 -2.43695 1.54968
C 2.08215 -2.32158 1.89477
C 2.87303 -3.45114 2.01776
C 2.33186 -4.70674 1.77546
C 1.00433 -4.82602 1.39766
C 0.20819 -3.69642 1.27850
H -5.03005 -0.37181 0.34953
H -5.75396 -1.85597 2.20400
H -4.05351 -2.97912 3.60732
H -1.65965 -2.61267 3.17638
H 0.91738 -1.47642 3.99014
H 1.04830 -0.11546 6.01813
H 0.21313 2.21374 6.02123
H -0.78503 3.15853 3.95827
H -0.93354 1.80123 1.92753
H 2.52503 -1.34547 2.05593
H 3.91686 -3.34710 2.28269
H 2.95274 -5.58872 1.86099
H 0.58724 -5.79836 1.17273
H -0.81314 -3.80071 0.93879
F -1.19750 1.88522 -8.02653
C -0.53750 1.90365 -6.86938
C -1.16749 1.50485 -5.70215
F -2.43592 1.10480 -5.72091
C -0.44431 1.53642 -4.52984
F -1.05778 1.15849 -3.37486
C 0.87437 1.93806 -4.44125
S 1.70197 1.96020 -2.90152
C 1.47615 2.33656 -5.62923
F 2.74306 2.75107 -5.63295
C 0.78341 2.32037 -6.82801
F 1.38405 2.70514 -7.95349
Cl -1.32254 4.51783 1.12453
C -2.02098 4.49108 -0.50863
Cl -0.77040 4.24261 -1.73384
H -2.49983 5.44643 -0.68407
H -2.71575 3.66219 -0.56207
*
```

How is the electron density shared among the atoms? According to Mulliken, the charges in e are:
1. Zr 0.73
2. N -0.53
3. C -0.90
4. C 0.51
5. O -0.72
6. N 0.27
7. C -0.45
8. C 0.35
9. O -0.48
10. O -0.62
11. H 0.27
12. H 0.03
13. H 0.48
14. H 0.38
15. H 0.23
16. H 0.54
17. O -0.74
18. S 1.56
19. O -0.64
20. O -0.54
21. C -0.13
22. C -0.54
23. C -0.74
24. C -0.82
25. C -0.19
26. C -0.46
27. P 2.88
28. C 0.56
29. C -0.81
30. C -0.68
31. C -0.70
32. C -0.80
33. C 0.10
34. C 0.51
35. C -0.93
36. C -0.84
37. C -0.65
38. C -0.74
39. C -0.68
40. H 0.61
41. H 0.41
42. H 0.44
43. H 0.49
44. H 0.37
45. H 0.45
46. H 0.39
47. H 0.39
48. H 0.18
49. H 0.52
50. H 0.44
51. H 0.41
52. H 0.43
53. H 0.50
54. F -0.30
55. C 0.51
56. C -0.31
57. F -0.28
58. C -0.44
59. F 0.54
60. C 0.87
61. S -0.49
62. C 0.18
63. F -0.31
64. C 0.16
65. F -0.29
66. Cl -0.14
67. C -0.15
68. Cl -0.09
69. H 0.48
70. H -0.03

Most stable structure, least stable structure: <ii>, <i>.